[1]
Density functional theory data (the ωB97M-V functional and the def2-TZVPD basis) for C20H28IrN4O2SSi as an isolated structure in a non-equilibrium geometry.

Results
HOMO level (spin up / spin down) = -11.2 / -14.3 eV
Total charge = +2
Energy relative to the best compared isomer or geometry (same formula, charge and spin) = 2.4 kcal per mole
E = -52783.2800 eV
Multiplicity = 6

Each line ends with the natural charge from an NBO analysis.
Atoms and positions in Å:
Ir  0.031487  -0.395209  -0.603248  1.194
C  -1.804549  -2.873747  -4.000134  -0.690
C  -1.445860  -1.894823  -2.930801  0.279
N  -0.307918  -1.879110  -2.324820  -0.257
N  0.655582  -2.775421  -2.612200  -0.411
C  1.899709  -2.622707  -2.125035  0.339
N  2.822373  -3.512225  -2.457082  -0.730
S  2.312121  -1.319113  -1.098049  -0.145
C  -2.368565  -0.867610  -2.495123  0.140
C  -3.661545  -0.725246  -3.004901  -0.188
C  -4.493527  0.255745  -2.508543  -0.120
C  -4.036290  1.098270  -1.503679  -0.207
C  -2.738314  0.926540  -1.059947  0.077
N  -1.933279  -0.017169  -1.540050  -0.494
H  -0.934657  -3.325128  -4.471205  0.226
H  -2.366279  -2.378718  -4.790110  0.264
H  -2.429418  -3.672768  -3.594112  0.270
H  0.448296  -3.556424  -3.219641  0.405
H  2.661280  -4.247843  -3.128451  0.419
H  3.765321  -3.379950  -2.127349  0.443
H  -4.013965  -1.402846  -3.769397  0.243
H  -5.496567  0.376261  -2.894936  0.254
H  -4.665071  1.863574  -1.073149  0.256
H  -2.323559  1.574054  -0.297131  0.213
C  -0.991041  -3.016173  3.031933  -0.698
C  -0.279990  -1.945547  2.249889  0.454
O  -0.636299  -1.751819  1.046620  -0.716
C  0.791611  -1.217611  2.884598  -0.091
C  1.414876  -1.739977  4.028965  -0.231
C  2.472813  -1.087950  4.631816  0.015
C  2.984360  0.149513  4.107121  -0.236
C  2.372214  0.721024  3.025760  -0.212
C  1.281258  0.090060  2.416885  0.361
O  0.621311  0.729878  1.412320  -0.547
H  -1.859358  -3.355136  2.474449  0.251
H  -1.301921  -2.658718  4.013986  0.240
H  -0.332345  -3.875842  3.182544  0.240
H  1.076825  -2.677838  4.441951  0.245
H  2.924742  -1.531866  5.509341  0.238
H  3.838010  0.629575  4.562310  0.244
H  2.735334  1.661822  2.632709  0.236
C  0.545012  2.563852  -1.423438  -1.052
Si  0.873623  3.380295  0.256438  1.571
C  2.693833  3.756069  0.496304  -1.121
C  -0.226260  4.869459  0.565212  -1.110
C  0.272121  2.137834  1.621596  -0.491
H  1.329182  2.793142  -2.145871  0.268
H  -0.402001  2.882272  -1.861904  0.249
H  0.518910  1.454996  -1.332440  0.142
H  3.000098  4.518182  -0.223769  0.266
H  3.345714  2.892310  0.354535  0.245
H  2.876662  4.166482  1.491831  0.252
H  0.131670  5.736378  0.006982  0.265
H  -0.213447  5.138004  1.623812  0.255
H  -1.264024  4.697112  0.275593  0.243
H  -0.820309  2.179441  1.680562  0.214
H  0.650017  2.462389  2.590455  0.228

Atoms 1-2, force components in eV/Å:
0.18 -1.30 0.52
-0.22 0.07 -0.04



[2]
Density functional theory data (the ωB97M-V functional and the def2-TZVPD basis) for a 4-piece molecular cluster, C16H34N3O3P overall in a non-equilibrium geometry.

Results
HOMO level = -8.1 eV
Total charge = 0
SMILES = [H]/N=C/C[C@@H](C#N)[C@H](C#N)P(CC)CC.CCO.CCO.CCO
Energy relative to the best compared isomer or geometry (same formula, charge and spin) = 12.8 kcal per mole
E = -37042.3672 eV
Multiplicity = 1

Each line ends with the natural charge from an NBO analysis.
Atoms and positions in Å:
H  -2.114994  0.654947  0.562167  0.336
N  -2.053430  1.650502  0.364352  -0.565
C  -2.835162  1.941772  -0.577054  0.123
C  -2.963012  3.338641  -1.081450  -0.451
C  -2.391389  3.514561  -2.506040  -0.301
C  -3.067827  4.632408  -3.125227  0.276
N  -3.665570  5.552051  -3.495526  -0.288
C  -0.866256  3.791307  -2.582173  -0.595
C  -0.501875  4.381661  -3.857497  0.262
N  -0.235623  4.887809  -4.876390  -0.309
P  0.225530  2.325017  -2.209451  0.811
C  1.965074  2.885464  -2.487645  -0.702
C  2.610996  3.116439  -1.111976  -0.612
C  -0.202941  0.954654  -3.357825  -0.713
C  0.349839  -0.352879  -2.822252  -0.601
H  -3.483794  1.203704  -1.048311  0.149
H  -2.514956  4.036243  -0.387947  0.237
H  -4.016282  3.576976  -1.172936  0.237
H  -2.601207  2.600187  -3.048411  0.248
H  -0.632174  4.527454  -1.824565  0.273
H  1.910914  3.850627  -2.979107  0.227
H  2.518373  2.182997  -3.092222  0.232
H  3.383996  3.869791  -1.150578  0.204
H  2.959447  2.184529  -0.701427  0.242
H  1.818024  3.435711  -0.449232  0.208
H  -1.279756  0.861222  -3.416192  0.217
H  0.158089  1.096197  -4.373542  0.222
H  -0.050935  -0.581916  -1.845111  0.208
H  1.429146  -0.349786  -2.782290  0.210
H  0.054182  -1.162637  -3.475783  0.211
C  4.498394  -0.582143  1.894283  -0.634
C  3.743108  0.732459  1.879193  -0.062
O  2.696226  0.722991  0.909878  -0.728
H  4.928751  -0.790534  0.913486  0.205
H  5.301805  -0.564472  2.632422  0.210
H  3.821635  -1.403198  2.137613  0.206
H  4.408838  1.554534  1.617666  0.173
H  3.314399  0.935930  2.864918  0.168
H  2.094339  0.012005  1.145143  0.466
C  0.273255  -3.452573  4.211256  -0.636
C  1.315163  -2.725866  3.384844  -0.060
O  2.016617  -1.746459  4.151110  -0.726
H  -0.445377  -2.744652  4.623790  0.216
H  -0.259261  -4.178591  3.606729  0.223
H  0.742480  -3.969814  5.053188  0.192
H  0.840101  -2.195924  2.559791  0.172
H  2.036141  -3.437433  2.966192  0.154
H  2.451890  -2.200096  4.876992  0.462
C  -3.829987  -5.856664  1.258865  -0.634
C  -2.531517  -5.071583  1.245021  -0.061
O  -2.316268  -4.384971  2.478160  -0.721
H  -4.672411  -5.192460  1.451655  0.214
H  -3.993198  -6.363364  0.306833  0.215
H  -3.818125  -6.607702  2.051965  0.199
H  -2.553333  -4.311900  0.465634  0.176
H  -1.684099  -5.737700  1.049529  0.156
H  -2.285999  -5.045487  3.175479  0.460

Atoms 1-2, force components in eV/Å:
0.09 -0.11 0.17
0.02 -0.09 0.22